77
Properties=species:S:1:pos:R:3:forces:R:3:lowdin_charge:R:1 method="wB97M-V/def2-TZVPD" e_tot_ha=-3542.3760 homo_ha=-0.3901 de_lowest_kj_mol=9.9 orbital_gap_ev=7.67 largest_force_ha_per_bohr=0.0165 charge=+1
Sr -0.741970 -0.912796 -0.594588 -0.71 -0.15 -0.44 1.15
C -4.301901 -3.241739 -1.292391 0.01 0.04 0.01 -0.50
C -3.434230 -3.989374 -0.287021 0.03 0.02 0.04 -0.52
S -2.561221 -3.015475 0.970815 -0.06 0.01 0.00 0.85
C -3.924067 -2.150462 1.808511 0.01 -0.01 -0.05 -0.49
C -3.728279 -0.645834 1.947103 -0.01 0.01 0.03 -0.51
S -3.495506 0.325520 0.433347 -0.02 0.03 -0.07 0.84
C -4.951743 -0.100176 -0.563144 0.04 -0.04 0.02 -0.50
C -4.609215 -0.521874 -1.988160 0.00 -0.02 -0.01 -0.52
S -3.449959 -1.906104 -2.186336 -0.03 0.01 0.03 0.82
H -5.175561 -2.814310 -0.803136 0.01 0.02 -0.01 0.06
H -4.675881 -3.959821 -2.022784 0.00 0.02 -0.01 0.08
H -2.636423 -4.535952 -0.793689 0.01 0.02 0.00 0.07
H -4.050194 -4.740039 0.211154 0.03 0.00 0.02 0.09
H -4.019930 -2.568347 2.811168 0.02 -0.01 -0.01 0.09
H -4.852931 -2.379460 1.287693 0.01 0.00 -0.01 0.07
H -2.828312 -0.430601 2.527210 0.00 -0.01 0.00 0.06
H -4.571218 -0.232460 2.503118 0.02 0.02 0.00 0.09
H -5.605441 0.771040 -0.615382 0.02 0.01 0.02 0.08
H -5.514622 -0.877791 -0.049446 0.02 0.00 0.02 0.06
H -4.135984 0.302410 -2.524862 0.02 -0.01 0.00 0.08
H -5.531234 -0.757287 -2.521935 0.02 -0.01 -0.02 0.09
N 2.088463 0.939018 -3.761113 -0.13 -0.01 0.03 0.14
C 2.694012 2.005822 -3.052410 -0.01 0.10 0.10 -0.23
C 4.038413 2.289624 -3.227375 -0.04 -0.01 0.02 -0.01
C 4.616923 3.341809 -2.530084 -0.02 -0.01 0.00 -0.07
C 3.861415 4.085311 -1.637116 0.03 0.03 -0.02 -0.08
C 2.523845 3.774360 -1.435561 -0.03 -0.02 0.00 -0.11
C 1.935716 2.748832 -2.157936 0.02 0.01 0.02 -0.46
S 0.216655 2.386457 -1.990653 0.01 0.06 -0.07 1.00
N 0.174457 0.729990 -2.402037 0.08 0.09 -0.10 -0.35
C 1.017176 0.257951 -3.246660 0.22 0.08 -0.02 -0.36
C 0.837464 -1.145145 -3.723328 0.01 -0.26 -0.25 -0.20
C 1.378751 -1.584056 -4.927467 -0.08 0.02 0.11 0.01
C 1.174874 -2.902120 -5.311884 -0.03 0.01 0.06 -0.03
C 0.444146 -3.734920 -4.485001 0.01 0.03 -0.01 -0.02
C -0.073715 -3.203211 -3.313665 -0.01 -0.11 0.00 -0.12
N 0.105530 -1.943327 -2.941023 0.10 0.15 0.02 0.03
H 2.742992 0.383021 -4.287006 -0.02 -0.02 -0.03 0.13
H 4.629909 1.697716 -3.915984 0.01 0.00 0.00 0.12
H 5.661429 3.573786 -2.684772 0.00 0.00 0.00 0.11
H 4.309710 4.904044 -1.091361 0.01 0.00 0.00 0.11
H 1.931378 4.339645 -0.726457 -0.01 0.00 0.00 0.12
H 1.918933 -0.915859 -5.583129 0.01 0.02 0.00 0.12
H 1.581337 -3.266116 -6.245347 0.00 0.00 -0.01 0.12
H 0.268896 -4.770999 -4.735336 0.00 0.00 -0.01 0.12
H -0.655014 -3.823036 -2.640004 0.01 -0.01 -0.01 0.11
O -0.361720 0.530788 1.199287 -0.29 0.23 0.14 -0.76
S 0.194163 0.506074 2.605954 0.24 0.17 0.17 1.05
C 1.946463 0.713291 2.384038 0.05 0.01 0.06 -0.37
C 2.789658 -0.046100 3.174021 0.02 0.01 -0.01 -0.07
C 4.162545 0.050656 2.969125 -0.06 -0.02 0.03 -0.05
C 4.654995 0.880741 1.978571 0.04 0.05 -0.04 -0.06
C 3.790652 1.628747 1.179387 0.11 -0.05 0.04 -0.05
C 2.428655 1.549820 1.382072 -0.20 0.01 0.02 -0.06
C -0.269358 2.102188 3.272472 0.14 -0.03 0.07 -0.37
C -0.759922 3.094429 2.440534 0.00 -0.12 -0.13 -0.07
C -1.111460 4.316949 2.992136 0.00 0.02 0.02 -0.06
C -0.969465 4.532583 4.355670 -0.01 0.02 0.01 -0.07
C -0.483494 3.526140 5.180025 0.00 0.00 -0.01 -0.06
C -0.136063 2.298220 4.639973 0.03 -0.05 -0.02 -0.07
H 2.384054 -0.734340 3.903247 0.02 0.00 0.02 0.09
H 4.836236 -0.544303 3.569894 0.00 -0.01 0.00 0.12
H 5.722804 0.944478 1.814734 0.00 0.00 0.00 0.11
H 4.185027 2.268383 0.400211 -0.01 -0.02 0.01 0.09
H 1.735817 2.110851 0.765258 0.00 0.00 0.00 0.09
H -0.871997 2.895074 1.381648 -0.01 0.02 0.01 0.10
H -1.500102 5.102406 2.357773 0.00 0.00 -0.01 0.11
H -1.245713 5.488405 4.780428 0.00 0.00 0.00 0.11
H -0.382552 3.695484 6.243225 0.00 0.00 0.01 0.11
H 0.237409 1.501539 5.272708 0.00 0.00 0.02 0.12
B 1.519173 -3.643830 2.710763 -0.03 0.09 0.03 -0.41
C 1.222637 -2.870004 1.379389 -0.09 0.09 -0.17 -0.26
N 0.938014 -2.278936 0.420430 0.45 -0.38 0.22 -0.07
H 1.934564 -2.816946 3.491038 0.02 -0.01 0.09 -0.01
H 2.330396 -4.502043 2.487944 0.07 -0.08 -0.03 0.01
H 0.450709 -4.088404 3.063512 -0.06 -0.05 0.05 0.01